Entry 1:
The following is a DFT calculation (the ωB97M-V functional and the def2-TZVPD basis) of a molecular structure, C26H15N6O8S2Ti.

Properties
frontier orbital gap = 0.2622 Ha
charge = +1
LUMO energy = -4.4327 eV
energy relative to the best compared isomer or geometry (same formula, charge and spin) = 0.125 eV

Atoms and positions in Å:
Ti1 0.189300 0.562401 1.372257
O1 -1.255008 4.234191 0.558802
C1 -1.035214 3.202569 1.121072
N1 0.200739 2.549529 1.299454
C2 1.396772 3.258752 1.091399
O2 1.527763 4.412377 0.805294
C3 2.575083 2.347531 1.297672
C4 3.870361 2.804309 1.189645
C5 4.903459 1.898291 1.371079
C6 4.596217 0.574002 1.647459
C7 3.269905 0.193717 1.727239
N2 2.278000 1.070017 1.556274
C8 -2.134954 2.371477 1.725939
C9 -3.413577 2.852105 1.900348
C10 -4.358861 2.010235 2.467520
C11 -3.987332 0.723660 2.827748
C12 -2.684168 0.315681 2.611661
N3 -1.776747 1.131326 2.075885
H1 4.033582 3.850147 0.970316
H2 5.933842 2.217885 1.295692
H3 5.372079 -0.163193 1.795148
H4 2.989035 -0.831097 1.929642
H5 -3.636463 3.863940 1.592037
H6 -5.372264 2.352776 2.626587
H7 -4.694054 0.037925 3.271988
H8 -2.354559 -0.680418 2.878212
S1 0.490039 0.277641 3.858730
C13 0.475877 -1.319639 3.256736
N4 0.390573 -1.448454 1.936775
C14 0.370179 -2.784112 1.526712
C15 0.295968 -3.252198 0.221195
C16 0.289094 -4.619364 0.016204
C17 0.357219 -5.509314 1.090254
C18 0.435804 -5.049625 2.392907
C19 0.441840 -3.676627 2.596499
S2 0.533911 -2.804546 4.113693
H9 0.250242 -2.557640 -0.606977
H10 0.231830 -5.006856 -0.991771
H11 0.350223 -6.574108 0.903178
H12 0.490792 -5.738701 3.224583
O3 -1.100546 0.179701 -0.166151
C20 -0.153186 0.229649 -1.017913
O4 1.015742 0.315213 -0.541899
C21 -0.414028 0.196963 -2.464601
C22 0.652554 0.279245 -3.354532
C23 0.377059 0.242771 -4.703836
C24 -0.908181 0.128740 -5.199668
C25 -1.936814 0.049085 -4.282229
C26 -1.721816 0.081344 -2.920603
N5 -3.326672 -0.077846 -4.778716
O5 -3.482119 -0.106904 -5.976648
O6 -4.201432 -0.145858 -3.942649
N6 1.503418 0.324679 -5.662366
O7 1.226192 0.308974 -6.838535
O8 2.616906 0.405036 -5.191416
H13 1.670896 0.370660 -3.005390
H14 -1.099698 0.102324 -6.262581
H15 -2.554784 0.019620 -2.235348

Atoms 1-2, force components in eV/Å:
0.02 0.49 0.26
0.12 0.09 0.03

Entry 2:
The following is a DFT calculation (the ωB97M-V functional and the def2-TZVPD basis) of a single C6H6N2O2 molecule at a distorted geometry.

Properties
frontier orbital gap = 0.3430 Ha
LUMO energy = 0.7048 eV
structure (SMILES) = Nc1cncc(C(=O)O)c1
energy relative to the best compared isomer or geometry (same formula, charge and spin) = 2.476 eV

Atoms and positions in Å:
N1 2.777319 -1.344438 0.162326
C1 1.746133 -0.472626 0.040706
C2 2.007396 0.913746 0.006596
N2 1.134888 1.821110 -0.104901
C3 -0.209333 1.461402 -0.124464
C4 -0.524770 0.107662 -0.043850
C5 -2.005246 -0.400121 0.003013
O1 -2.386690 -1.482694 -0.244437
O2 -2.787531 0.667612 0.302124
C6 0.431473 -0.817459 0.068181
H1 3.602613 -1.129905 -0.108416
H2 2.554401 -2.191651 -0.154087
H3 3.037377 1.406417 -0.083259
H4 -0.777655 2.188235 -0.262818
H5 -3.439940 0.150183 0.098962
H6 0.357605 -1.994947 -0.054954

Atoms 1-2, force components in eV/Å:
-5.11 0.37 3.12
0.87 2.48 0.63

Entry 3:
The following is a DFT calculation (the ωB97M-V functional and the def2-TZVPD basis) of a single C18H24N2O5 molecule at a distorted geometry.

Properties
frontier orbital gap = 0.3421 Ha
LUMO energy = 0.5776 eV
structure (SMILES) = CCC1(CC)C(=O)NC(=O)N(CCc2cccc(OC)c2OC)C1=O
energy relative to the best compared isomer or geometry (same formula, charge and spin) = 3.578 eV

Atoms and positions in Å:
C1 2.413487 3.751154 -2.885216
C2 2.570712 3.062195 -1.512907
C3 1.554132 1.903160 -1.204875
C4 0.039658 2.270402 -1.541824
C5 -0.329510 3.591968 -0.824058
C6 1.984077 0.702752 -2.067509
O1 2.482146 0.693284 -3.234452
N1 1.981831 -0.570238 -1.586969
C7 1.407800 -0.790892 -0.371290
O2 0.985622 -1.915084 -0.199316
N2 1.278135 0.159823 0.643231
C8 1.098720 -0.332771 2.033013
C9 -0.418606 -0.159071 2.543862
C10 -1.462254 -0.762070 1.632327
C11 -2.285711 0.059483 0.842335
C12 -3.019951 -0.532344 -0.209310
C13 -2.878621 -1.846040 -0.474091
C14 -2.195101 -2.777090 0.316670
O3 -2.089710 -4.084391 -0.131600
C15 -0.715128 -4.361546 -0.421739
C16 -1.550519 -2.215828 1.454147
O4 -0.931064 -2.979853 2.430312
C17 -1.853219 -3.389468 3.490982
C18 1.717655 1.394378 0.299332
O5 1.786888 2.256406 1.145094
H1 2.347673 3.042154 -3.749260
H2 3.245224 4.497999 -2.972406
H3 1.497437 4.331363 -2.956240
H4 2.402273 3.892090 -0.750682
H5 3.567348 2.708743 -1.220627
H6 -0.170840 2.428608 -2.565860
H7 -0.668576 1.538312 -1.187033
H8 -1.428491 3.628118 -0.926295
H9 -0.017432 3.487969 0.192196
H10 0.070359 4.479805 -1.317143
H11 2.188279 -1.388913 -2.221399
H12 1.403487 -1.320316 1.993165
H13 1.862980 0.124896 2.696440
H14 -0.504182 0.943202 2.607022
H15 -0.567090 -0.615140 3.557763
H16 -2.422645 1.080896 1.108590
H17 -3.696916 0.117653 -0.736700
H18 -3.489769 -2.213884 -1.293802
H19 -0.212187 -3.632636 -1.086063
H20 -0.552092 -5.221575 -1.079379
H21 -0.188103 -4.554041 0.567111
H22 -2.714252 -2.693880 3.556382
H23 -2.178284 -4.370959 3.209449
H24 -1.345669 -3.418780 4.408619

Atoms 1-2, force components in eV/Å:
0.71 -0.39 -0.47
-1.20 1.07 1.48

Entry 4:
The following is a DFT calculation (the ωB97M-V functional and the def2-TZVPD basis) of 2 unconnected molecules or ions with the total composition C3H6NP at a distorted geometry.

Properties
frontier orbital gap = 0.2612 Ha
LUMO energy = -0.2599 eV
energy relative to the best compared isomer or geometry (same formula, charge and spin) = 2.179 eV

Atoms and positions in Å:
C1 -1.806919 -0.048706 -0.267633
C2 2.133879 -0.470346 -0.184394
C3 -2.762133 0.572966 0.467398
N1 3.267865 0.028737 0.005711
P1 4.513663 0.865443 0.144410
H1 -1.482518 -1.119920 0.042874
H2 -1.224181 0.358110 -1.059365
H3 1.834542 -1.204519 0.558501
H4 1.742134 -0.573066 -1.199874
H5 -3.300631 0.011151 1.215821
H6 -2.915702 1.580149 0.276551

Atoms 1-2, force components in eV/Å:
-0.66 -2.05 2.49
-1.00 -2.22 -0.33

Entry 5:
The following is a DFT calculation (the ωB97M-V functional and the def2-TZVPD basis) of a molecular structure, C20H25N3OV at a distorted geometry.

Properties
frontier orbital gap (alpha / beta) = 0.2872 / 0.2558 Ha
expectation value of S² = 1.2223
charge = +2
LUMO energy (alpha / beta) = -6.9345 / -6.9257 eV
spin multiplicity = 2

Atoms and positions in Å:
V1 -0.468543 0.002514 -0.402278
C1 -2.884303 -2.979228 1.414184
C2 -2.138006 -2.316618 0.441859
N1 -1.667353 -1.089653 0.630268
C3 -1.942559 -0.449154 1.798783
C4 -2.636205 -1.065002 2.849291
C5 -3.111005 -2.372070 2.627125
C6 -2.850478 -0.329402 4.057323
C7 -2.469943 0.964551 4.158805
C8 -1.849114 1.644357 3.062961
C9 -1.536694 3.018051 3.075665
C10 -0.985494 3.591854 1.957031
C11 -0.711109 2.795756 0.843229
N2 -0.967921 1.496588 0.805819
C12 -1.557647 0.927400 1.895451
H1 -3.259874 -3.971159 1.207854
H2 -1.906390 -2.797529 -0.498882
H3 -3.661916 -2.883797 3.406047
H4 -3.337148 -0.827381 4.885855
H5 -2.654153 1.522671 5.067757
H6 -1.754892 3.607336 3.957179
H7 -0.753030 4.646351 1.924724
H8 -0.245228 3.226252 -0.034475
C13 3.423872 -1.104207 0.840505
C14 2.546572 -0.040294 0.168853
C15 2.953994 1.359250 0.690964
C16 2.772106 -0.082005 -1.348256
C17 1.106251 -0.214368 0.552384
H9 4.461615 -0.976221 0.529252
H10 3.107121 -2.108226 0.553820
H11 3.383472 -1.019668 1.926777
H12 4.026180 1.502387 0.545055
H13 2.743221 1.461997 1.756157
H14 2.425148 2.145109 0.146883
H15 3.810389 0.147623 -1.587142
H16 2.140446 0.662493 -1.842737
H17 2.550517 -1.080948 -1.729705
H18 0.989686 -0.411677 1.625031
C18 -0.031237 0.795353 -4.286697
N3 0.194864 -0.646097 -4.190014
C19 0.678554 -1.349700 -5.375546
C20 0.036722 -1.268222 -3.061661
O1 -0.290459 -0.697397 -1.969796
H19 -0.240096 1.053702 -5.320088
H20 0.850334 1.350929 -3.963961
H21 -0.882262 1.083537 -3.673548
H22 0.139778 -1.002567 -6.253097
H23 0.529545 -2.422227 -5.271741
H24 1.741466 -1.154580 -5.521360
H25 0.181206 -2.346668 -3.071908

Atoms 1-2, force components in eV/Å:
1.85 1.16 2.39
-0.04 -0.09 0.10

Entry 6:
The following is a DFT calculation (the ωB97M-V functional and the def2-TZVPD basis) of a molecular structure, C43H53N6O3SeTeTi at a distorted geometry.

Properties
frontier orbital gap (alpha / beta) = 0.1531 / 0.2311 Ha
expectation value of S² = 3.7800
LUMO energy (alpha / beta) = 0.1536 / -1.0641 eV
spin multiplicity = 4
energy relative to the best compared isomer or geometry (same formula, charge and spin) = 1.605 eV

Atoms and positions in Å:
Ti1 0.803939 0.376131 0.358626
C1 -0.251114 -1.091673 2.963929
N1 0.570423 0.102774 2.635723
C2 -0.056261 1.366742 3.039102
C3 0.692553 2.508678 2.414501
C4 0.819354 3.757731 2.997716
C5 1.466153 4.768281 2.310945
C6 1.992824 4.479989 1.066421
C7 1.872199 3.198904 0.564037
N2 1.243486 2.220249 1.229042
C8 1.948089 -0.023941 3.169573
C9 2.744861 -0.985522 2.336252
C10 3.558482 -1.951460 2.899373
C11 4.250953 -2.815356 2.066293
C12 4.081539 -2.691432 0.701534
C13 3.247584 -1.698892 0.214731
N3 2.591823 -0.846329 1.008800
C14 -0.261566 -2.081828 1.831688
C15 -0.571620 -3.400004 1.979948
C16 -0.633970 -4.247557 0.848894
C17 -0.327261 -3.672063 -0.405382
C18 -0.002679 -2.351900 -0.503392
N4 0.015976 -1.516974 0.611230
H1 -1.259048 -0.731462 3.190516
H2 0.141344 -1.565977 3.867256
H3 -0.109833 1.478522 4.128032
H4 -1.067347 1.347720 2.637202
H5 0.393875 3.923539 3.980309
H6 1.571660 5.754549 2.743582
H7 2.511941 5.224133 0.478394
H8 2.296566 2.927618 -0.393944
H9 1.920413 -0.347461 4.214660
H10 2.415801 0.959676 3.135539
H11 3.639180 -2.017757 3.976878
H12 4.898471 -3.579017 2.477917
H13 4.584716 -3.343915 0.001982
H14 3.099226 -1.568175 -0.847956
H15 -0.776711 -3.781008 2.975885
H16 -0.897723 -5.291206 0.942622
H17 -0.344427 -4.265226 -1.312052
H18 0.207233 -1.884538 -1.459511
C19 -3.402039 -2.336592 -0.513103
O1 -2.806730 -1.403710 -1.378818
C20 -3.099471 -1.647822 -2.728045
C21 -2.324486 -0.665423 -3.551427
O2 -0.952066 -0.992883 -3.477282
C22 -0.173536 -0.247639 -4.386447
H19 -4.498607 -2.279801 -0.556963
H20 -3.069607 -2.114809 0.499942
H21 -3.097025 -3.358149 -0.750886
H22 -4.177814 -1.534779 -2.921898
H23 -2.809819 -2.669291 -3.010583
H24 -2.492021 0.356027 -3.180523
H25 -2.680181 -0.719372 -4.590701
H26 -0.395292 -0.537015 -5.420751
H27 0.875759 -0.441856 -4.172795
H28 -0.355385 0.827538 -4.273721
Se1 4.210784 1.226287 -3.038109
C23 2.770437 0.813521 -2.061406
N5 1.835984 0.543529 -1.411192
C24 -0.632257 2.799098 -2.172018
C25 -1.347833 2.005677 -1.112063
O3 -2.674252 2.284150 -1.141510
N6 -0.750331 1.218276 -0.328486
Te1 -4.308165 1.458721 -0.119184
C26 -6.352267 1.736433 0.562196
C27 -7.257608 0.765370 0.098239
C28 -6.930093 -0.321439 -0.905496
C29 -8.554159 0.756780 0.610801
C30 -8.991205 1.695871 1.527890
C31 -10.408079 1.681545 2.041024
C32 -8.100444 2.689269 1.917745
C33 -6.796554 2.745171 1.441707
C34 -5.954557 3.909575 1.903601
C35 -3.603537 1.960212 1.795513
C36 -2.948964 3.174821 2.046591
C37 -2.592091 4.205151 1.004694
C38 -2.637694 3.477514 3.371777
C39 -2.925779 2.621501 4.422895
C40 -2.583516 2.991946 5.842274
C41 -3.548479 1.415145 4.134508
C42 -3.904889 1.062585 2.835155
C43 -4.638326 -0.247477 2.659705
H29 -1.261222 2.944748 -3.050766
H30 0.299090 2.310986 -2.454207
H31 -0.399990 3.795234 -1.778161
H32 -6.115998 -0.085531 -1.586833
H33 -7.808957 -0.523987 -1.517905
H34 -6.662064 -1.253379 -0.402849
H35 -9.242688 -0.008881 0.264914
H36 -10.814463 0.670138 2.055453
H37 -11.060638 2.287070 1.407517
H38 -10.466356 2.088014 3.051001
H39 -8.436927 3.459882 2.605537
H40 -6.601891 4.753513 2.141753
H41 -5.248100 4.241014 1.142919
H42 -5.381014 3.662527 2.799140
H43 -3.238386 4.185018 0.131440
H44 -1.578371 4.034873 0.631356
H45 -2.637340 5.199254 1.451953
H46 -2.150547 4.427004 3.578685
H47 -1.951089 3.879266 5.881593
H48 -2.059641 2.179452 6.349475
H49 -3.483723 3.204217 6.422185
H50 -3.779677 0.725088 4.941661
H51 -4.167235 -1.019015 3.271122
H52 -5.678368 -0.147759 2.980367
H53 -4.653776 -0.621195 1.638317

Atoms 1-2, force components in eV/Å:
-0.88 -1.54 -0.46
0.00 0.13 0.03

no.,E_tot (Eh)
1,-3575.94621
2,-492.15247
3,-1185.95301
4,-513.88962
5,-1960.08391
6,-5743.49060